The following is a DFT calculation (ωB97M-V/def2-TZVPD) of C30H75F4K4N2O28P5S4 as an isolated structure at a distorted geometry.

Properties
- Frontier orbital gap: 6.1 eV
- Net charge: +2
- Highest occupied orbital energy: -12.75 eV
- Relative energy (zero: lowest compared OMol25 entry of this formula, charge and spin): 0.0 kcal per mole

```
152
C30H75F4K4N2O28P5S4 (ωB97M-V/def2-TZVPD)
K 0.642 -5.439 -6.694
K 3.988 -11.000 -8.426
K 3.799 -3.461 -7.071
K 7.922 -6.105 -9.583
N 3.213 -11.165 -11.105
S 3.475 -9.779 -12.116
O 2.408 -8.861 -12.466
O 4.569 -10.018 -13.015
F 4.259 -8.907 -10.992
S 1.814 -11.409 -11.726
O 1.846 -11.806 -13.104
O 0.721 -10.681 -11.136
F 1.589 -12.848 -11.001
N 2.777 -5.822 -8.223
S 4.019 -6.894 -8.238
O 5.206 -6.454 -8.933
O 3.737 -8.301 -8.172
F 4.408 -6.633 -6.730
S 2.649 -5.662 -9.734
O 2.058 -6.750 -10.446
O 3.512 -4.792 -10.492
F 1.318 -4.740 -9.569
C 9.432 -10.044 -14.023
C 8.016 -9.760 -13.515
O 7.444 -8.606 -14.174
P 7.658 -7.125 -13.551
O 8.000 -7.100 -12.107
O 8.731 -6.469 -14.526
C 8.516 -6.635 -15.949
C 8.358 -5.220 -16.512
O 6.359 -6.337 -14.017
C 5.317 -5.917 -13.117
C 4.040 -6.588 -13.660
H 9.452 -9.600 -15.024
H 10.207 -9.473 -13.512
H 9.617 -11.101 -14.188
H 7.313 -10.496 -13.913
H 7.867 -9.732 -12.436
H 9.335 -7.150 -16.444
H 7.594 -7.161 -16.192
H 9.280 -4.684 -16.262
H 8.197 -5.150 -17.583
H 7.624 -4.682 -15.913
H 5.528 -6.273 -12.108
H 5.234 -4.837 -13.216
H 3.787 -5.963 -14.516
H 4.269 -7.616 -13.932
H 3.206 -6.643 -12.968
C 2.985 -8.308 -4.194
C 4.232 -9.151 -4.310
O 4.080 -10.435 -3.703
P 3.720 -11.727 -4.581
O 3.076 -11.464 -5.890
O 2.978 -12.717 -3.578
C 1.617 -12.489 -3.160
C 0.514 -12.687 -4.164
O 5.089 -12.528 -4.749
C 5.974 -12.694 -3.640
C 5.914 -14.035 -2.941
H 2.572 -8.466 -3.196
H 3.158 -7.243 -4.331
H 2.206 -8.669 -4.873
H 4.665 -9.201 -5.311
H 5.012 -8.684 -3.700
H 1.523 -13.170 -2.310
H 1.501 -11.537 -2.632
H 0.438 -13.615 -4.726
H -0.404 -12.728 -3.566
H 0.410 -11.788 -4.772
H 6.979 -12.407 -3.950
H 5.764 -12.020 -2.802
H 4.876 -14.350 -2.804
H 6.254 -14.896 -3.525
H 6.429 -13.996 -1.985
C -1.291 -2.724 -8.898
C -1.905 -3.075 -10.252
O -3.131 -2.352 -10.342
P -3.317 -0.799 -10.743
O -4.341 -0.078 -10.011
O -1.811 -0.225 -10.570
C -1.594 1.178 -10.804
C -0.238 1.626 -10.261
O -3.523 -0.863 -12.332
C -4.841 -1.099 -12.875
C -5.413 -2.436 -12.451
H -1.951 -3.190 -8.159
H -0.241 -3.022 -8.803
H -1.222 -1.683 -8.582
H -1.290 -2.801 -11.113
H -2.093 -4.143 -10.343
H -1.766 1.336 -11.871
H -2.335 1.811 -10.310
H -0.296 2.689 -10.037
H -0.052 1.019 -9.375
H 0.591 1.489 -10.957
H -5.487 -0.271 -12.571
H -4.783 -0.912 -13.948
H -5.927 -2.255 -11.504
H -6.168 -2.905 -13.080
H -4.598 -3.144 -12.325
C -0.743 0.526 -14.542
C 0.431 1.419 -14.178
O 1.589 0.590 -14.247
P 2.919 1.041 -13.460
O 3.140 2.489 -13.422
O 2.779 0.320 -12.044
C 2.314 -1.019 -11.980
C 1.822 -1.433 -10.590
O 4.034 0.210 -14.283
C 5.242 -0.154 -13.628
C 5.649 -1.532 -14.141
H -0.572 0.198 -15.570
H -0.770 -0.351 -13.894
H -1.724 0.997 -14.579
H 0.403 2.267 -14.867
H 0.326 1.925 -13.214
H 1.546 -1.286 -12.707
H 3.162 -1.651 -12.274
H 0.879 -0.894 -10.476
H 1.765 -2.516 -10.551
H 2.465 -0.987 -9.824
H 6.037 0.518 -13.953
H 5.206 -0.179 -12.538
H 6.101 -1.497 -15.131
H 6.373 -2.064 -13.511
H 4.858 -2.288 -14.155
C 6.758 -5.157 -5.047
C 6.460 -5.363 -3.567
O 5.050 -5.349 -3.367
P 4.438 -5.577 -1.893
O 2.968 -5.495 -1.755
O 5.159 -6.924 -1.428
C 4.710 -7.564 -0.218
C 3.908 -8.786 -0.639
O 5.168 -4.527 -0.921
C 4.776 -3.165 -0.748
C 3.919 -3.092 0.511
H 7.779 -4.798 -5.178
H 6.719 -6.092 -5.606
H 6.057 -4.426 -5.456
H 6.878 -6.346 -3.332
H 6.933 -4.636 -2.906
H 5.566 -7.896 0.365
H 4.086 -6.957 0.440
H 4.580 -9.505 -1.110
H 3.487 -9.314 0.222
H 3.027 -8.585 -1.248
H 5.630 -2.490 -0.736
H 4.133 -2.911 -1.600
H 4.477 -3.530 1.337
H 3.687 -2.061 0.789
H 2.960 -3.572 0.328
```